{"formula": "C22H13BF14N10O2Re", "method": "wB97M-V/def2-TZVPD", "elements": ["Re", "C", "C", "C", "C", "C", "N", "C", "C", "C", "C", "C", "C", "C", "C", "O", "C", "F", "F", "F", "C", "F", "F", "F", "C", "C", "C", "O", "C", "F", "F", "F", "C", "F", "F", "F", "H", "H", "H", "H", "H", "H", "H", "H", "H", "H", "H", "H", "N", "C", "N", "N", "N", "N", "C", "N", "N", "N", "N", "H", "F", "B", "F"], "positions_angstrom": [[-1.822, -0.095, -0.107], [3.524, 0.691, -4.718], [2.725, 0.559, -3.468], [3.107, -0.284, -2.438], [2.310, -0.419, -1.324], [1.105, 0.329, -1.166], [0.373, 0.152, -0.018], [1.098, -0.086, 1.096], [2.327, 0.641, 1.282], [3.198, 0.328, 2.289], [2.910, -0.738, 3.143], [3.852, -1.139, 4.220], [1.665, -1.399, 3.025], [0.729, -1.054, 2.094], [-0.578, -1.807, 2.071], [-1.528, -1.089, 1.334], [-1.191, -1.898, 3.508], [-0.643, -2.893, 4.202], [-0.966, -0.751, 4.167], [-2.500, -2.081, 3.445], [-0.489, -3.176, 1.309], [-1.685, -3.790, 1.513], [0.468, -3.924, 1.932], [-1.022, -1.960, -0.937], [0.668, 1.120, -2.282], [1.491, 1.248, -3.362], [-0.678, 1.801, -2.230], [-1.581, 0.942, -1.593], [-1.337, 2.017, -3.632], [-1.325, 0.862, -4.294], [-2.593, 2.409, -3.474], [-0.696, 2.930, -4.362], [-0.588, 3.142, -1.431], [-1.791, 3.584, -1.100], [0.046, 4.063, -2.148], [0.118, 2.945, -0.311], [4.473, 0.167, -4.651], [3.707, 1.743, -4.942], [2.959, 0.284, -5.561], [3.996, -0.893, -2.537], [2.513, -1.215, -0.625], [2.482, 1.522, 0.675], [4.096, 0.913, 2.437], [4.869, -0.816, 4.010], [3.830, -2.218, 4.376], [3.539, -0.675, 5.162], [1.451, -2.204, 3.715], [1.203, 1.884, -4.186], [-4.867, 1.177, 0.924], [-3.725, 1.724, 1.424], [-3.665, 2.653, 2.337], [-2.333, 2.851, 2.547], [-1.621, 2.107, 1.809], [-2.476, 1.357, 1.034], [-4.867, 0.166, 0.010], [-5.909, -0.385, -0.530], [-5.397, -1.328, -1.388], [-4.137, -1.362, -1.363], [-3.718, -0.399, -0.460], [-5.753, 1.531, 1.256], [-0.366, -4.180, -0.981], [-0.140, -3.046, -0.300], [1.159, -2.538, -0.428]], "charge": 1, "homo_ev": -12.103, "orbital_gap_ev": 4.7}